(1)
Density functional theory data (the ωB97M-V functional and the def2-TZVPD basis) for a 6-piece molecular cluster, C5H20O5 overall in a non-equilibrium geometry.

Geometry as XYZ:
```
30
Properties=species:S:1:pos:R:3:forces:R:3
C -1.182029 -1.708568 0.784383 -0.23 0.47 1.95
C -0.801180 -1.485833 -0.620242 -0.32 -0.79 -0.13
C 0.278496 -0.773153 -0.893948 -1.45 -0.61 1.77
C 1.107735 -0.876146 -2.060040 0.94 0.43 -1.16
C 1.975829 0.380682 -1.918141 0.81 2.69 -0.37
H -1.299958 -0.637613 1.341020 0.88 -2.88 -0.54
H -0.391468 -2.510794 1.204133 -2.89 2.13 -0.11
H -2.143710 -2.242235 0.789270 0.09 0.20 0.45
H -1.339286 -2.224226 -1.239656 0.77 0.68 -0.64
H 0.751497 -0.196842 -0.058678 -0.89 -0.72 -0.67
H 1.692642 -1.816860 -1.976176 0.07 0.60 0.08
H 0.548152 -1.013726 -3.034016 0.57 0.61 0.96
H 1.428081 1.321136 -2.287109 0.63 -1.45 -0.24
H 2.933529 0.261068 -2.488253 -0.66 0.55 0.70
H 2.125432 0.844923 -0.823015 0.25 -1.97 -2.20
O -1.355701 2.102638 0.074453 -3.38 -0.75 -0.17
H -2.070616 1.473487 -0.326792 2.04 1.34 0.91
H -1.964245 2.632303 0.656989 1.04 -0.58 -0.62
O 1.587715 -1.848636 1.439817 5.75 0.25 2.04
H 2.408338 -2.446694 1.675767 -2.52 1.85 -0.72
H 0.948227 -2.419368 1.143764 -1.68 -2.18 -1.16
O 1.193013 2.921463 0.441016 -1.53 -3.38 -2.57
H 1.094426 3.713278 0.857336 0.04 3.61 2.00
H 0.254863 2.782017 0.078245 1.69 -0.21 0.42
O -3.793736 0.213482 0.213103 3.10 -2.08 0.64
H -2.993111 -0.430518 0.494090 -2.76 2.11 -0.64
H -3.755765 0.092601 -0.742286 -0.36 -0.01 -0.19
O 1.011371 0.909741 2.513032 -0.32 0.40 0.23
H 0.753987 1.627882 3.112559 0.14 -0.35 -0.17
H 0.997474 1.354511 1.649376 0.20 0.03 0.16
```
Positions in Å, forces in eV/Å.

Computed properties:
Gap between HOMO and LUMO (eV): 9.325
LUMO energy (Eh): 0.015
Relative energy (zero: lowest compared OMol25 entry of this formula, charge and spin) (kcal/mol): 63.0
SMILES: C/C=C/CC.O.O.O.O.O
Charge: 0

Mulliken population analysis, charges in e, atoms 1 to 8:
1 C -1.2759
2 C 0.0969
3 C 0.3599
4 C -0.5529
5 C -0.8956
6 H 0.2935
7 H 0.2506
8 H 0.5310

(2)
Density functional theory data (the ωB97M-V functional and the def2-TZVPD basis) for a 5-piece molecular cluster, C5H20O5 overall in a non-equilibrium geometry.

Geometry as XYZ:
```
30
Properties=species:S:1:pos:R:3:forces:R:3
C -0.013632 -0.983058 0.441783 -0.03 0.54 0.44
O -0.309343 -0.390196 1.731371 0.34 -0.93 -0.35
H 0.547673 -1.916722 0.478050 -0.06 -0.01 0.83
H -0.952944 -1.221211 -0.057309 0.09 0.31 -0.38
H 0.648239 -0.302877 -0.094305 -0.37 0.04 -0.47
H -0.364298 0.560065 1.606541 -0.02 0.07 0.01
C 0.346234 -3.680013 -4.153176 0.27 -0.52 -0.33
O 1.238430 -2.589312 -4.012143 -0.26 0.26 0.22
H 0.102964 -4.042151 -3.154280 0.06 0.08 -0.09
H -0.579859 -3.491220 -4.696129 -0.16 0.61 0.12
H 0.813840 -4.482087 -4.724244 0.20 -0.29 0.18
H 1.539891 -2.279581 -4.869339 -0.11 -0.13 -0.08
C 2.334832 3.086667 -2.058812 -1.31 0.59 -0.66
O 3.436296 3.776806 -2.622090 0.28 -0.33 0.38
H 2.101433 2.143591 -2.553002 0.62 -0.49 0.34
H 2.364638 3.021274 -0.971186 0.62 -0.20 -0.20
H 1.427647 3.650322 -2.276558 -0.29 0.37 0.17
H 3.354479 3.706050 -3.575976 0.07 0.05 -0.01
C -1.851638 3.515572 0.435670 -0.76 0.64 -0.63
O -0.954596 3.450972 1.485570 1.23 -0.74 0.93
H -1.823644 2.590041 -0.139395 0.05 -0.08 0.24
H -2.861477 3.685808 0.808984 -0.26 -0.12 -0.18
H -1.603852 4.323369 -0.252930 -0.02 0.13 -0.18
H -0.910054 4.260983 1.998889 -0.22 0.06 -0.22
C -1.326534 -2.808996 5.570566 0.36 0.95 -0.05
O -1.524491 -3.098253 4.214707 -0.49 -1.06 -0.60
H -0.334282 -2.368849 5.669604 0.14 -0.01 0.52
H -2.061279 -2.084437 5.921644 -0.10 0.09 0.21
H -1.403347 -3.697709 6.196980 0.01 -0.14 -0.39
H -1.381328 -2.334845 3.650517 0.12 0.24 0.24
```
Positions in Å, forces in eV/Å.

Computed properties:
Gap between HOMO and LUMO (eV): 10.414
LUMO energy (Eh): 0.019
Relative energy (zero: lowest compared OMol25 entry of this formula, charge and spin) (kcal/mol): 55.4
SMILES: CO.CO.CO.CO.CO
Charge: 0

Mulliken population analysis, charges in e, atoms 1 to 8:
1 C -0.5667
2 O -0.5034
3 H 0.2634
4 H 0.2545
5 H 0.2585
6 H 0.2921
7 C -0.5084
8 O -0.4873

(3)
Density functional theory data (the ωB97M-V functional and the def2-TZVPD basis) for a 6-piece molecular cluster, C5H21NO6 overall in a non-equilibrium geometry.

Geometry as XYZ:
```
33
Properties=species:S:1:pos:R:3:forces:R:3
C 1.778976 1.627229 1.293748 0.82 2.04 -1.18
C 2.354657 0.795335 0.136996 2.73 0.67 1.08
C 1.287095 0.285905 -0.746653 -2.39 -1.42 -0.15
O 0.326276 1.001413 -1.070987 1.12 0.52 0.50
N 1.215888 -1.019995 -1.065891 0.59 -0.57 -0.53
C 2.457159 -1.813773 -1.160555 -0.18 0.62 0.08
C 0.071455 -1.590817 -1.813509 0.75 0.14 0.24
H 2.521332 1.929409 2.069268 -0.64 -1.13 -0.14
H 0.794851 1.300486 1.578454 -0.06 -0.28 0.58
H 1.604878 2.611079 0.889297 -0.52 0.61 -0.26
H 3.052742 1.346155 -0.547234 -0.66 0.25 0.68
H 3.100017 0.183355 0.698623 -0.95 -0.96 -1.18
H 2.290304 -2.743877 -1.702773 -0.24 0.12 0.12
H 2.823350 -2.050047 -0.161121 0.22 -0.01 -0.15
H 3.181696 -1.224667 -1.743252 0.12 -0.37 0.35
H -0.136708 -2.535898 -1.313714 -0.10 -0.18 -0.41
H 0.386390 -1.701508 -2.861139 -0.32 -0.23 0.21
H -0.829603 -0.992818 -1.766582 0.18 0.35 0.15
O -2.302127 -0.497361 0.996863 0.10 0.61 -0.43
H -1.762819 0.303334 0.799457 -0.29 -0.45 0.36
H -2.036082 -0.771202 1.876494 0.28 0.18 0.18
O -1.923225 2.224328 -1.759833 -0.42 0.39 -0.46
H -1.034461 2.057760 -1.421170 -0.05 -0.27 -0.37
H -1.814987 2.371727 -2.706644 -0.03 -0.07 0.20
O -1.455149 2.189598 0.872960 -0.36 -0.52 2.83
H -2.360682 2.147840 0.537012 1.13 0.54 -1.23
H -0.625604 2.318409 0.418743 -0.77 0.11 -1.28
O 0.070482 -0.312992 3.060860 -0.46 -0.38 0.01
H 0.889618 0.141184 2.846122 0.03 -0.13 0.49
H 0.052851 -0.548858 3.995540 0.33 0.21 -0.18
O -2.295103 -3.048296 0.236414 0.08 -0.29 -0.66
H -2.332005 -2.068335 0.223651 0.01 -0.40 0.54
H -2.310588 -3.349725 1.146559 -0.04 0.30 0.04
```
Positions in Å, forces in eV/Å.

Computed properties:
Gap between HOMO and LUMO (eV): 10.004
LUMO energy (Eh): 0.015
Relative energy (zero: lowest compared OMol25 entry of this formula, charge and spin) (kcal/mol): 27.3
SMILES: CCC(=O)N(C)C.O.O.O.O.O
Charge: 0

Mulliken population analysis, charges in e, atoms 1 to 8:
1 C -1.5421
2 C -0.0115
3 C 0.2814
4 O -0.7175
5 N 0.1943
6 C -1.0335
7 C -1.1492
8 H 0.3703

(4)
Density functional theory data (the ωB97M-V functional and the def2-TZVPD basis) for a 6-piece molecular cluster, C5H22N2O6 overall in a non-equilibrium geometry.

Geometry as XYZ:
```
35
Properties=species:S:1:pos:R:3:forces:R:3
C -0.793075 -1.700912 -0.002551 -0.39 3.10 -1.36
C 0.707290 -1.477077 -0.069298 0.46 -1.22 0.80
C 1.217849 -0.208772 0.681990 -0.11 -1.58 0.82
N 2.695821 -0.154108 0.626872 -1.42 -2.59 -0.08
C 0.612865 0.947063 -0.016187 0.38 0.08 -1.32
O 0.930604 1.045063 -1.204720 -0.81 0.97 -0.28
N -0.281884 1.729522 0.606221 -0.51 1.40 -0.88
C -0.292384 2.207642 1.974711 -1.28 0.00 0.21
H -1.079630 -1.638610 1.077091 -0.35 0.19 -1.07
H -1.201147 -2.566737 -0.473178 0.33 -1.16 0.02
H -1.211472 -0.902045 -0.737844 -0.15 -0.80 2.01
H 1.091770 -2.414424 0.309401 0.86 0.03 1.13
H 1.196418 -1.510271 -1.033133 -0.60 0.56 -0.55
H 0.819839 -0.135038 1.730853 0.86 -0.78 -0.60
H 3.159727 -0.581144 -0.212473 -0.93 1.36 1.19
H 2.868442 0.748320 0.935294 1.75 1.85 -0.21
H -0.788340 2.449552 0.050171 0.83 -1.25 -0.10
H -1.353746 1.938384 2.341047 1.58 1.55 -0.10
H 0.132500 3.256619 1.949105 -1.41 -0.79 0.43
H 0.364596 1.705787 2.636837 0.77 -0.95 0.37
O -3.417819 -0.171523 -1.669787 5.23 9.20 -6.37
H -3.133874 -0.132795 -2.696600 -1.07 -0.68 3.80
H -3.777934 -0.887124 -1.421417 -3.98 -8.74 1.98
O -3.965561 0.636895 0.757590 1.87 2.29 3.23
H -3.566411 -0.049011 1.282672 0.14 -0.39 0.15
H -4.472210 0.244781 0.126230 -2.03 -1.56 -2.81
O 2.418950 -0.634877 3.660240 0.19 0.11 0.05
H 3.036520 -0.110014 3.109406 -0.52 -1.07 0.20
H 2.422592 -1.560832 3.352719 0.30 0.90 -0.13
O -0.799099 0.534705 -3.235968 -1.46 0.45 2.53
H -0.404038 0.762140 -2.335227 -0.40 -0.20 -1.51
H -0.066050 0.378181 -3.776441 1.62 -0.21 -1.41
O 2.429850 -0.935297 -2.768556 -2.77 -3.82 -1.61
H 1.558507 -0.576477 -3.000425 0.51 -0.09 0.39
H 2.940535 -0.237567 -2.554642 2.50 3.85 1.10
```
Positions in Å, forces in eV/Å.

Computed properties:
Gap between HOMO and LUMO (eV): 9.969
LUMO energy (Eh): 0.020
Relative energy (zero: lowest compared OMol25 entry of this formula, charge and spin) (kcal/mol): 103.0
SMILES: CC[C@@H](N)C(=O)NC.O.O.O.O.O
Charge: 0

Mulliken population analysis, charges in e, atoms 1 to 8:
1 C -1.1040
2 C -0.8969
3 C 0.5689
4 N -0.5136
5 C -0.3172
6 O -0.7423
7 N 0.0565
8 C -0.9243

(5)
Density functional theory data (the ωB97M-V functional and the def2-TZVPD basis) for a 6-piece molecular cluster, C5H22NO7 overall in a non-equilibrium geometry.

Geometry as XYZ:
```
35
Properties=species:S:1:pos:R:3:forces:R:3
C 2.424011 0.623667 1.357094 -0.37 -0.46 -0.76
N 2.143389 -0.750288 0.847391 0.76 0.66 0.65
C 0.803602 -1.023610 0.360645 -1.18 -0.82 -0.62
C 0.668248 -1.985549 -0.916412 -0.64 1.46 2.60
C -0.811273 -1.912568 -1.430677 0.76 -1.25 0.36
O -1.566118 -0.779395 -1.138760 0.53 0.73 -0.76
C 0.031217 -1.690757 1.486348 -0.48 -1.00 0.06
O 0.715272 -2.910001 1.819457 -0.29 -0.25 0.35
H 2.520197 0.722266 2.435467 -0.32 -0.46 0.36
H 3.408123 0.933176 0.984684 -0.40 0.27 -0.26
H 1.607099 1.296889 1.025910 0.75 -0.13 -0.08
H 1.651847 -2.685018 1.886982 -0.01 0.28 -0.02
H 0.264138 -0.117364 0.043314 0.54 0.06 0.31
H 1.457352 -1.607939 -1.552127 -0.17 -0.24 -0.93
H 0.772246 -3.036757 -0.645533 0.69 0.11 0.00
H -0.636555 -2.181173 -2.461177 -0.78 0.46 -1.07
H -1.414488 -2.758722 -1.036275 0.60 0.37 0.09
H -1.081156 0.030040 -1.454240 -0.27 -0.18 0.49
H -0.119623 -1.096938 2.391083 0.28 0.30 -0.18
H -0.976503 -2.005462 1.150852 0.49 0.28 0.09
H -0.235466 2.093313 2.081547 0.61 -0.48 0.02
H -1.651325 1.891428 2.173834 -0.39 -0.51 0.35
O -0.843831 1.368669 2.285282 -0.29 1.17 -0.21
H -2.766948 0.989176 -2.171346 -0.27 0.01 -0.25
H -1.470038 1.814103 -2.182232 -1.02 0.26 -0.57
O -2.377546 1.676595 -2.721829 0.75 -0.01 0.47
H 1.017630 2.653278 -1.371040 0.24 0.01 -0.43
H -0.535785 2.298782 -0.457737 -0.30 -0.29 -0.24
O -0.332615 1.815163 -1.271286 0.36 -0.05 0.58
H 2.924549 -1.066158 0.297470 -0.36 -0.08 -0.41
H 2.388813 2.361950 -1.961216 0.07 0.09 0.00
O 1.926283 3.081404 -1.521140 -0.03 -0.11 0.16
H -3.693741 0.187580 0.051546 0.32 -0.02 -0.06
H -2.633361 0.979051 0.823312 0.06 -0.40 -0.41
O -3.577634 0.791172 0.790813 -0.27 0.22 0.33
```
Positions in Å, forces in eV/Å.

Computed properties:
Gap between HOMO and LUMO (eV): 8.546
LUMO energy (Eh): 0.112
Relative energy (zero: lowest compared OMol25 entry of this formula, charge and spin) (kcal/mol): 57.1
Charge: -1

Mulliken population analysis, charges in e, atoms 1 to 8:
1 C -0.6329
2 N -0.3804
3 C 1.2283
4 C -1.0374
5 C -0.6664
6 O -0.3604
7 C -0.6763
8 O -0.6259

(6)
Density functional theory data (the ωB97M-V functional and the def2-TZVPD basis) for a 7-piece molecular cluster, C5H22NO8 overall in a non-equilibrium geometry.

Geometry as XYZ:
```
36
Properties=species:S:1:pos:R:3:forces:R:3
O -1.513101 0.982655 1.341848 0.10 0.23 -0.19
C -1.510789 -0.011287 0.583657 0.23 0.01 0.00
O -0.994947 -1.127228 0.883311 -0.28 -0.14 -0.16
C -2.122447 0.127506 -0.817576 -1.16 0.25 0.93
C -1.289297 1.006436 -1.770645 0.02 -0.71 -0.45
C -0.415379 0.200715 -2.752934 -0.91 -1.34 -0.33
C 1.577046 -0.329661 -1.332707 -0.31 0.83 -0.64
N 1.019901 0.306936 -2.541025 0.08 0.13 -0.42
H -3.113069 0.596158 -0.722701 0.32 0.36 0.43
H -2.451693 -0.870797 -1.113969 0.86 -0.04 -0.77
H -0.628066 1.669604 -1.214452 -0.18 0.11 0.17
H -2.008880 1.632994 -2.298743 0.28 0.11 -0.22
H -0.635170 0.368642 -3.813804 0.23 1.00 0.11
H -0.808876 -0.838024 -2.738032 0.49 -0.06 0.62
H 0.838715 -0.128748 -0.564652 0.23 -0.36 0.48
H 1.785580 -1.395348 -1.421042 -0.26 -0.17 0.03
H 2.495587 0.201607 -1.089024 0.06 -0.23 0.26
H 1.460078 -0.035971 -3.385572 0.26 0.07 0.18
H -1.172035 2.807132 1.671826 -0.19 0.04 -0.02
H -1.403722 3.063015 3.116001 -0.01 0.10 0.12
O -1.165289 3.538505 2.314733 0.10 -0.09 -0.05
H 1.282528 2.596568 0.108271 -0.28 -0.12 0.43
H 1.688790 2.223918 -1.309757 -0.05 -0.01 -0.04
O 1.898399 2.827016 -0.582171 0.28 0.16 -0.50
H -1.388870 -2.432096 -0.103908 0.11 -0.62 0.24
H -1.623880 -4.041451 -0.302173 0.10 0.18 0.55
O -1.558850 -3.189453 -0.727421 -0.13 0.36 -0.82
H 2.823479 -1.570727 1.607288 0.17 0.62 0.20
H 3.943921 -1.815880 0.666703 0.32 0.32 0.02
O 3.679432 -1.157076 1.322876 -0.33 -0.86 -0.28
H -0.975394 -0.522053 3.562642 -0.17 -0.01 -0.28
H -0.363611 0.733422 2.969060 -0.19 -0.55 -0.05
O -0.235124 0.075786 3.680289 0.40 0.33 0.39
H 1.079589 -1.537642 2.958069 0.14 0.14 0.06
H 0.522544 -1.861752 1.624563 -0.04 0.07 -0.18
O 1.282899 -2.093423 2.191171 -0.29 -0.10 0.19
```
Positions in Å, forces in eV/Å.

Computed properties:
Gap between HOMO and LUMO (eV): 9.389
LUMO energy (Eh): 0.118
Relative energy (zero: lowest compared OMol25 entry of this formula, charge and spin) (kcal/mol): 40.8
Charge: -1

Mulliken population analysis, charges in e, atoms 1 to 8:
1 O -0.8133
2 C 0.5134
3 O -0.7832
4 C -0.9811
5 C -0.3664
6 C -0.6977
7 C -0.6483
8 N -0.3297